Here is a structure of composition C30H25AsMoN2O11S2 in a non-equilibrium geometry from the Open Molecules 2025 dataset. Energies are from ωB97M-V/def2-TZVPD.

```
72
Properties=species:S:1:pos:R:3:lowdin_charge:R:1
Mo -0.8743 -0.6963 -1.5998 1.915
C 2.4412 3.4309 2.7852 -0.038
C 1.0463 2.7915 2.7337 -0.548
C 0.2194 3.5092 1.6661 -0.039
C 0.3483 2.9611 4.0908 -0.037
C 1.1952 1.3016 2.4397 -0.132
C 1.9237 0.4862 3.3246 -0.008
C 2.0914 -0.8645 3.1142 -0.056
C 1.5046 -1.4233 1.9851 -0.438
S 1.5342 -3.0801 1.4613 1.199
C 0.5858 -2.6805 0.1088 -0.522
N 0.2667 -1.3961 0.0179 -0.086
C 0.7760 -0.6369 1.0963 -0.262
C 0.6240 0.7313 1.3154 0.047
C 0.0814 -3.5570 -0.9097 -0.238
C 0.3165 -4.9299 -1.0231 -0.020
C -0.1736 -5.5882 -2.1294 -0.062
C -0.8780 -4.8834 -3.1073 -0.044
C -1.1233 -3.5235 -2.9890 -0.072
C -0.6364 -2.8668 -1.8744 -0.177
H 2.3453 4.5034 2.9613 0.089
H 2.9682 3.2868 1.8404 0.095
H 3.0532 3.0132 3.5867 0.077
H 0.1451 4.5654 1.9290 0.095
H -0.7977 3.1159 1.5997 0.082
H 0.6770 3.4476 0.6773 0.074
H 0.2036 4.0226 4.2977 0.089
H 0.9341 2.5374 4.9085 0.077
H -0.6313 2.4793 4.0856 0.092
H 2.3729 0.9304 4.2027 0.116
H 2.6595 -1.4703 3.8071 0.116
H 0.0671 1.3306 0.6159 0.083
H 0.8818 -5.4594 -0.2654 0.112
H -0.0062 -6.6495 -2.2483 0.110
H -1.2471 -5.4111 -3.9774 0.113
H -1.6787 -3.0010 -3.7557 0.112
O 2.9002 0.0241 -1.7374 -0.207
As 2.2164 -0.5810 -3.2294 0.949
O 3.0502 -1.7904 -3.8890 -0.410
O 0.6164 -1.0723 -2.7833 -0.569
C 2.0693 0.9501 -4.3323 -0.252
C 2.7898 0.8848 -5.5236 -0.076
C 2.7796 1.9602 -6.3919 -0.060
C 2.0478 3.0950 -6.0690 -0.050
C 1.3201 3.1525 -4.8943 -0.052
C 1.3235 2.0701 -4.0161 -0.248
S 0.2670 2.3833 -2.6016 0.531
O -1.0037 2.6733 -3.2005 -0.274
O 0.9517 3.3860 -1.8434 -0.263
O 0.0810 1.1582 -1.6945 -0.513
H 2.3278 -0.0657 -0.9653 0.019
H 3.3539 -0.0142 -5.7376 0.105
H 3.3411 1.9163 -7.3153 0.110
H 2.0348 3.9419 -6.7420 0.112
H 0.7356 4.0294 -4.6529 0.121
O -3.0149 1.7786 1.0859 0.111
C -2.5850 0.6838 0.8094 -0.522
O -1.8427 0.5199 -0.2717 -0.219
C -2.9279 -0.4846 1.7008 -0.093
C -2.3990 -1.7517 1.5309 -0.014
C -2.6507 -2.7730 2.4365 -0.035
C -3.4946 -2.5409 3.5075 0.010
C -4.0375 -1.2737 3.6499 -0.121
C -3.7689 -0.2371 2.7820 0.079
N -4.9321 -1.0199 4.8012 -0.351
O -5.3964 0.0940 4.9175 0.090
O -5.1433 -1.9464 5.5595 0.075
H -1.7006 -1.8840 0.7264 0.065
H -2.2025 -3.7479 2.3010 0.111
H -3.7334 -3.3056 4.2312 0.121
H -4.1875 0.7459 2.9357 0.135
O -2.4012 -1.2853 -1.8553 -0.330
```

HOMO level in eV: -9.562
Charge: 0
Gap between HOMO and LUMO in eV: 7.08
Lowest unoccupied orbital energy in eV: -2.5
Relative energy (zero: lowest compared OMol25 entry of this formula, charge and spin) in kcal/mol: 27.2

---

Here is a structure of composition C30H25BrN4O6PtSe from the Open Molecules 2025 dataset. Energies are from ωB97M-V/def2-TZVPD.

```
68
Properties=species:S:1:pos:R:3:nbo_charge:R:1
Pt 0.3643 -0.5365 1.0521 0.834
Br 2.3521 0.8636 3.8329 0.152
C 0.7776 -0.1031 4.1315 0.168
C 0.3831 -0.2217 5.4615 -0.272
C -0.7536 -0.9307 5.7716 -0.169
C -1.4779 -1.4874 4.7332 -0.233
C -1.0402 -1.3186 3.4378 0.113
N 0.0990 -0.6489 3.1180 -0.464
C -1.9152 -1.8626 2.3054 0.741
O -2.9699 -2.4261 2.6265 -0.731
O -1.4867 -1.6395 1.1421 -0.713
H 0.9882 0.2536 6.2187 0.224
H -1.0760 -1.0328 6.8007 0.201
H -2.3966 -2.0379 4.8706 0.245
C -4.5645 0.5093 2.8000 -0.428
N -3.6099 0.8995 1.7893 -0.388
C -2.4562 1.5817 2.0078 0.289
Se -1.8411 2.2880 3.5814 -0.342
N -1.8289 1.6956 0.8121 -0.573
C -2.5693 1.0675 -0.1777 0.198
C -2.3618 0.9149 -1.5368 -0.205
C -3.3487 0.2500 -2.2510 -0.239
C -4.4912 -0.2529 -1.6242 -0.229
C -4.6926 -0.1032 -0.2597 -0.234
C -3.7130 0.5742 0.4448 0.117
H -4.2632 0.9780 3.7343 0.246
H -4.5500 -0.5772 2.9075 0.243
H -5.5618 0.8544 2.5179 0.184
H -0.8275 1.8774 0.7708 0.477
H -1.4509 1.2673 -1.9998 0.244
H -3.2162 0.0949 -3.3147 0.211
H -5.2260 -0.7887 -2.2124 0.198
H -5.5588 -0.5201 0.2365 0.211
C 3.0363 3.1244 0.2071 -0.618
C 3.8337 1.8995 0.5430 -0.110
C 5.2094 1.9369 0.5624 -0.215
C 5.9839 0.8148 0.8742 -0.399
C 5.2920 -0.3571 1.1853 -0.205
C 3.9131 -0.4623 1.1889 -0.139
C 3.2960 -1.7775 1.5739 -0.631
C 3.0845 0.6816 0.8357 0.165
N 1.7775 0.7923 0.8035 -0.868
H 3.6959 3.9733 -0.0023 0.169
H 2.3528 3.3871 1.0218 0.208
H 2.3892 2.9413 -0.6582 0.205
H 5.7008 2.8806 0.3253 0.166
H 7.0672 0.8530 0.8805 0.171
H 5.8626 -1.2484 1.4452 0.168
H 4.0790 -2.5336 1.6942 0.179
H 2.5890 -2.1267 0.8189 0.245
H 2.7501 -1.7166 2.5238 0.179
O 2.0663 -1.7786 -1.4797 -0.659
C 1.0901 -1.1009 -1.7576 0.783
O 0.2292 -0.5434 -0.9880 -0.728
C 0.7686 -0.8586 -3.2231 -0.093
C 1.7700 -0.4262 -4.0817 -0.187
C 1.5220 -0.1965 -5.4386 -0.270
C 0.2466 -0.4432 -5.8831 0.193
O -0.2614 -0.2996 -7.1653 -0.503
C -1.6120 -0.7373 -7.0924 0.243
O -1.9235 -1.0527 -5.7450 -0.509
C -0.7433 -0.8902 -5.0359 0.269
C -0.5243 -1.1021 -3.6986 -0.268
H 2.7600 -0.2702 -3.6739 0.237
H 2.2945 0.1566 -6.1086 0.212
H -1.7373 -1.6317 -7.7141 0.137
H -2.2707 0.0650 -7.4381 0.145
H -1.3043 -1.4353 -3.0281 0.250
```

HOMO level in eV: 0.471
Charge: -2
Gap between HOMO and LUMO in eV: 3.55
Lowest unoccupied orbital energy in eV: 4.0
Relative energy (zero: lowest compared OMol25 entry of this formula, charge and spin) in kcal/mol: 61.0

---

Here is a structure of composition C30H25BrN8O2ReS2 in a non-equilibrium geometry from the Open Molecules 2025 dataset. Energies are from ωB97M-V/def2-TZVPD.

```
69
Properties=species:S:1:pos:R:3:nbo_charge:R:1
Re -0.5650 -0.1789 -0.4807 1.291
N 2.2139 2.5128 -2.6642 -0.749
C 1.5533 1.6661 -1.8827 0.254
S 0.1216 0.8721 -2.5525 0.264
N 1.9900 1.3992 -0.6838 -0.328
N 1.2616 0.6136 0.0892 -0.297
C 1.7615 0.2745 1.2707 0.349
C 3.1583 0.4906 1.6527 -0.074
C 4.1661 0.1065 0.7590 -0.179
C 5.4932 0.1645 1.1357 -0.194
C 5.8460 0.6190 2.3995 -0.151
C 4.8597 1.0437 3.2780 -0.200
C 3.5290 0.9855 2.9097 -0.209
C 0.8326 -0.4227 2.1391 0.121
C 1.1537 -0.8494 3.4320 -0.182
C 0.1837 -1.4311 4.2231 -0.120
C -1.0802 -1.6365 3.6857 -0.192
C -1.3131 -1.2675 2.3735 0.048
N -0.3974 -0.6636 1.6188 -0.478
H 1.9069 2.6945 -3.6053 0.428
H 3.0043 3.0222 -2.3022 0.434
H 3.8964 -0.2636 -0.2188 0.221
H 6.2571 -0.1525 0.4425 0.233
H 6.8833 0.6620 2.6919 0.239
H 5.1320 1.4252 4.2509 0.240
H 2.7714 1.3792 3.5697 0.224
H 2.1581 -0.7225 3.7949 0.264
H 0.4032 -1.7275 5.2352 0.255
H -1.8686 -2.0856 4.2658 0.255
H -2.2695 -1.4737 1.9105 0.220
Br -4.6987 5.7189 2.1030 0.110
C -4.4710 4.7764 0.4787 -0.132
C -5.2569 5.0861 -0.6354 0.052
N -5.1049 4.4503 -1.7702 -0.392
C -4.2141 3.5018 -1.9161 0.078
C -3.3926 3.1158 -0.8539 -0.215
C -3.5268 3.7632 0.3659 -0.168
C -2.4271 1.9890 -1.0848 0.783
O -2.3954 1.4488 -2.1880 -0.630
O -1.7062 1.6226 -0.0962 -0.706
H -6.0156 5.8534 -0.5946 0.222
H -4.1245 3.0245 -2.8826 0.220
H -2.9021 3.4873 1.2026 0.239
C -4.2113 -0.1507 0.4323 -0.688
C -3.6854 -0.8994 -0.7377 0.438
N -2.4208 -1.1155 -1.0905 -0.563
C -2.4617 -1.8511 -2.2490 -0.079
C -3.7554 -2.0776 -2.5948 -0.041
N -4.5078 -1.4769 -1.6293 -0.479
H -3.4164 0.3605 0.9692 0.249
H -4.7197 -0.8259 1.1212 0.249
H -4.9468 0.5830 0.0966 0.266
H -1.5680 -2.1686 -2.7467 0.231
H -4.1847 -2.5937 -3.4275 0.253
H -5.5152 -1.4587 -1.5910 0.447
S 1.0386 -4.5221 0.0228 0.555
C 0.0286 -3.1543 -0.0206 -0.101
N 0.4485 -2.1212 -0.7093 -0.517
C 1.6509 -2.4071 -1.3301 0.165
C 2.3646 -1.6252 -2.2401 -0.241
C 3.5597 -2.0936 -2.7442 -0.171
C 4.0735 -3.3345 -2.3648 -0.175
C 3.3662 -4.1437 -1.5013 -0.189
C 2.1558 -3.6817 -1.0079 -0.240
H -0.9121 -3.1670 0.5006 0.239
H 1.9674 -0.6811 -2.5734 0.217
H 4.1008 -1.4880 -3.4539 0.237
H 5.0085 -3.6843 -2.7747 0.246
H 3.7337 -5.1156 -1.2193 0.247
```

Multiplicity: 2
HOMO level (alpha / beta) in eV: -13.194 / -13.196
Charge: +2
Gap between HOMO and LUMO (alpha / beta) in eV: 4.66 / 6.01
Lowest unoccupied orbital energy (alpha / beta) in eV: -8.5 / -7.2

---

Here is a structure of composition C30H25ClIrO3P in a non-equilibrium geometry from the Open Molecules 2025 dataset. Energies are from ωB97M-V/def2-TZVPD.

```
61
Properties=species:S:1:pos:R:3:lowdin_charge:R:1
C 0.3187 3.4111 -1.8368 -0.185
C -0.1795 2.0644 -1.7998 -0.217
C -1.4735 2.0801 -1.1253 -0.271
H 0.3233 1.1683 -2.1651 0.120
C -1.7272 3.4541 -0.6725 -0.294
C -0.5846 4.2675 -1.0987 -0.222
H -0.4572 5.3328 -0.9304 0.124
H 1.2065 3.7188 -2.3886 0.133
H -2.0959 1.2009 -0.9584 0.090
H -2.6182 3.7912 -0.1583 0.116
Ir -0.0432 2.7699 0.1910 1.392
Cl -1.2803 1.9490 1.9761 0.053
P -1.1097 -2.0992 -0.2023 1.227
C -2.8535 -1.9211 -0.3630 -0.368
C -3.5242 -2.7339 -1.3069 -0.085
H -2.9420 -3.3995 -1.9388 0.110
C -4.9050 -2.6543 -1.4274 -0.059
H -5.4247 -3.2820 -2.1578 0.120
C -5.6311 -1.7572 -0.6359 -0.043
H -6.7147 -1.6938 -0.7389 0.117
C -4.9739 -0.8981 0.2622 -0.053
H -5.5552 -0.1820 0.8565 0.122
C -3.5865 -0.9482 0.3808 -0.073
H -3.0447 -0.2454 1.0202 0.072
C -0.1432 -2.3705 -1.6669 -0.337
C -0.6405 -1.9726 -2.9403 -0.090
H -1.4924 -1.2916 -2.9979 0.112
C -0.0493 -2.4894 -4.0940 -0.058
H -0.4814 -2.2611 -5.0724 0.119
C 1.0911 -3.2928 -3.9932 -0.047
H 1.5309 -3.7176 -4.8913 0.117
C 1.7122 -3.5022 -2.7565 -0.052
H 2.6623 -4.0413 -2.7027 0.122
C 1.1241 -3.0146 -1.5936 -0.054
H 1.6073 -3.1349 -0.6235 0.113
C -0.5202 -2.7210 1.3355 -0.361
C -1.1853 -3.8642 1.8349 -0.072
H -2.0894 -4.2106 1.3378 0.111
C -0.6515 -4.5205 2.9354 -0.059
H -1.1358 -5.4231 3.3120 0.118
C 0.4957 -4.0231 3.5608 -0.044
H 0.9171 -4.5550 4.4097 0.116
C 1.0968 -2.8295 3.1364 -0.051
H 1.9658 -2.4276 3.6680 0.122
C 0.5843 -2.1486 2.0336 -0.056
H 0.9932 -1.1964 1.6859 0.106
O 1.9091 2.9936 3.0410 0.028
C 2.8401 3.5813 2.2715 -0.281
C 3.2575 4.8746 2.6376 -0.007
C 4.2876 5.4963 1.9548 -0.068
C 4.8574 4.8795 0.8329 -0.079
C 4.3750 3.6483 0.3878 -0.021
C 3.3712 2.9872 1.0987 -0.096
C 2.6932 1.8061 0.4683 -0.535
O 3.2230 1.1298 -0.3998 0.081
O 1.4476 1.5874 0.9646 -0.320
H 1.4560 2.2984 2.4793 0.035
H 2.7244 5.3386 3.4688 0.124
H 4.6365 6.4624 2.3178 0.112
H 5.6645 5.3673 0.2970 0.102
H 4.7414 3.1639 -0.5199 0.123
```

Multiplicity: 6
HOMO level (alpha / beta) in eV: -8.865 / -10.387
Charge: +1
Gap between HOMO and LUMO (alpha / beta) in eV: 5.99 / 4.97
Lowest unoccupied orbital energy (alpha / beta) in eV: -2.9 / -5.4